9 unconnected molecules or ions with the total composition C45H93F3O27 in a non-equilibrium geometry, computed with ωB97M-V/def2-TZVPD.

largest force on an atom: 3.18 eV/A
charge: 0
Kohn-Sham gap: 9.8119 eV
highest occupied orbital energy: -9.60 eV
spin multiplicity: 1
LUMO energy: 0.008 Ha
SMILES string: O=C1OC[C@@H](F)O1.O=C1OC[C@@H](F)O1.O=C1OC[C@@H](F)O1.COCCOCCOC.COCCOCCOC.COCCOCCOC.COCCOCCOC.COCCOCCOC.COCCOCCOC

Structure (XYZ):
```
168
C45H93F3O27, DFT ωB97M-V/def2-TZVPD
C 1.1259 0.0971 -6.3320
O 0.8764 -1.1274 -5.6905
C -0.3554 -1.0804 -5.0219
C -0.7205 -2.3668 -4.3220
O -0.1309 -2.7528 -3.0936
C 1.2225 -2.9356 -3.2679
C 1.7399 -3.7351 -2.0518
O 0.8963 -4.8298 -1.7613
C 1.0804 -5.2663 -0.4556
H 2.1851 0.2172 -6.6092
H 0.7918 0.9745 -5.7217
H 0.5318 0.2377 -7.2555
H -1.1875 -0.9349 -5.7503
H -0.4385 -0.1747 -4.3586
H -0.5668 -3.2565 -4.9963
H -1.7641 -2.2176 -4.1132
H 1.7171 -1.9731 -3.4039
H 1.4120 -3.5178 -4.2255
H 1.7679 -3.1119 -1.1896
H 2.7835 -4.0661 -2.1775
H 0.8785 -4.4647 0.2901
H 2.1237 -5.6175 -0.2565
H 0.3818 -6.0928 -0.3104
C 8.5315 -5.1599 0.1916
O 8.6717 -3.7682 0.0290
C 8.0918 -3.3257 -1.1830
C 7.9170 -1.8285 -1.1751
O 6.8502 -1.4357 -0.3598
C 6.6275 -0.0174 -0.4094
C 5.4399 0.3207 0.4332
O 4.2793 -0.2252 -0.1154
C 3.3478 -0.6685 0.8459
H 7.5187 -5.4950 0.2348
H 9.1189 -5.3928 1.0918
H 8.8844 -5.6167 -0.7813
H 7.1303 -3.7698 -1.4012
H 8.7293 -3.6498 -2.0792
H 7.7239 -1.5904 -2.2557
H 8.8264 -1.3158 -0.8979
H 6.3651 0.1800 -1.4697
H 7.5101 0.5646 -0.1024
H 5.3468 1.4174 0.5399
H 5.6184 -0.1611 1.4333
H 3.7326 -1.6203 1.3840
H 2.4757 -0.8077 0.2928
H 3.1765 0.0857 1.6286
C -6.9020 -0.4883 0.6133
O -5.7466 -1.1655 0.1224
C -6.1018 -2.1669 -0.8455
C -6.0743 -3.4964 -0.1761
O -4.8260 -3.7105 0.3834
C -4.6522 -4.9576 1.0807
C -3.6897 -4.7617 2.1678
O -2.4330 -4.4134 1.6008
C -1.4865 -4.1430 2.6381
H -7.4917 -0.1840 -0.2531
H -6.5625 0.1866 1.3774
H -7.5934 -1.1687 1.1683
H -5.3626 -2.1847 -1.6358
H -7.1108 -1.9421 -1.2401
H -6.2123 -4.3057 -0.8995
H -6.9011 -3.4928 0.5895
H -4.3910 -5.7402 0.3781
H -5.5814 -5.3348 1.5774
H -3.6723 -5.7987 2.7146
H -4.1459 -4.0209 2.8323
H -1.0106 -5.0775 2.9486
H -1.9689 -3.6384 3.4951
H -0.7855 -3.4411 2.1854
C 0.4266 1.4492 -1.9069
O 1.3922 1.6071 -2.9968
C 2.5418 0.8949 -2.5190
C 3.5889 0.8438 -3.5646
O 4.0098 2.1361 -3.9054
C 5.0986 2.5855 -3.1999
C 5.3442 4.0166 -3.7118
O 4.7849 4.9399 -2.8784
C 3.3499 4.8036 -2.6855
H -0.4305 2.0807 -2.1739
H 0.8606 1.7674 -0.9487
H 0.0942 0.4103 -1.8256
H 2.2921 -0.0714 -2.0479
H 2.9687 1.4982 -1.7039
H 3.2708 0.2606 -4.4334
H 4.4799 0.2457 -3.2186
H 5.9293 1.9122 -3.4134
H 5.0042 2.7300 -2.0995
H 5.0506 3.9591 -4.7812
H 6.3956 4.2339 -3.7100
H 3.0555 3.8246 -2.3041
H 2.9383 4.8800 -3.7102
H 3.0812 5.6503 -2.0689
C 4.3581 6.8531 0.6806
O 3.3136 5.9042 0.7160
C 3.8071 4.6077 0.5117
C 2.7307 3.5878 0.5751
O 2.2570 3.2978 1.8477
C 1.0720 4.1072 2.1370
C 0.5679 3.7977 3.5432
O -0.5857 4.5172 3.7855
C -0.9673 4.3047 5.1155
H 4.7261 7.0612 -0.3579
H 5.2501 6.6097 1.3451
H 3.9659 7.7980 0.9956
H 4.5012 4.3213 1.2722
H 4.3600 4.5496 -0.4604
H 3.1667 2.5948 0.3003
H 1.8831 3.8599 -0.0137
H 0.2825 3.9360 1.3681
H 1.2955 5.1524 2.0844
H 1.4018 3.9771 4.2291
H 0.3575 2.7045 3.6360
H -0.9176 3.2296 5.3573
H -1.9048 4.7700 5.3001
H -0.3998 4.9060 5.8494
C 0.0903 0.1593 7.4599
O -0.1513 0.5555 6.1215
C -1.1613 -0.2650 5.4763
C -1.5658 0.4181 4.2022
O -2.5422 1.4411 4.5463
C -2.8571 2.1614 3.3846
C -4.0372 3.0612 3.4878
O -5.1921 2.2379 3.2424
C -6.4109 2.8913 3.5930
H 1.0269 0.6662 7.7725
H 0.2890 -0.9607 7.5546
H -0.7709 0.4102 8.0749
H -2.1221 -0.3161 6.0280
H -0.8179 -1.2614 5.3294
H -2.0301 -0.3945 3.5614
H -0.7328 0.8770 3.5970
H -3.1858 1.4495 2.5759
H -1.9806 2.6961 3.0140
H -3.8635 3.7934 2.6776
H -4.1816 3.6176 4.3922
H -6.6735 3.7761 3.0052
H -6.4411 3.1738 4.5954
H -7.2041 2.2099 3.4031
C -2.4787 -5.0045 -1.8526
C -1.9436 -5.7453 -3.0493
O -3.0073 -5.8074 -4.0111
C -4.1539 -5.5921 -3.2806
O -5.2456 -5.7859 -3.6700
O -3.9139 -5.2241 -2.0193
F -1.6105 -7.0464 -2.7378
H -2.2505 -3.9597 -1.8526
H -2.0715 -5.4416 -0.9370
H -1.1499 -5.2758 -3.6286
C -6.1830 5.0162 0.3609
C -5.5709 3.7673 -0.3229
O -6.7203 3.0415 -0.6621
C -7.8039 3.4266 0.0421
O -8.8526 2.9386 0.2085
O -7.4807 4.6118 0.5786
F -4.9877 3.0136 0.7068
H -6.1481 5.9502 -0.1863
H -5.6478 5.1418 1.3416
H -4.9109 3.9632 -1.1282
C -2.9696 0.2601 -0.1636
C -2.7377 -1.1844 -0.5726
O -1.5052 -1.4968 -0.0816
C -0.9175 -0.4244 0.5154
O 0.1629 -0.4308 0.9686
O -1.7088 0.6427 0.4812
F -2.7183 -1.3975 -1.9995
H -3.8536 0.3061 0.5527
H -3.2462 0.8852 -1.0311
H -3.4705 -1.9305 -0.2981
```

A molecular structure, C28H52BN6O3RuSSi, computed with ωB97M-V/def2-TZVPD.

largest force on an atom: 0.11 eV/A
charge: 0
Kohn-Sham gap (spin up / spin down): 7.5617 / 7.5063 eV
expectation value of S²: 8.7613
highest occupied orbital energy (spin up / spin down): -6.96 / -8.47 eV
spin multiplicity: 6
LUMO energy (spin up / spin down): 0.022 / -0.035 Ha

Structure (XYZ):
```
93
C28H52BN6O3RuSSi, DFT ωB97M-V/def2-TZVPD
Ru 2.1083 -1.1086 -0.6960
C 3.7136 1.1140 1.6971
C 2.9981 1.7735 0.5674
C 2.8022 3.1330 0.3084
C 2.0496 3.1849 -0.8503
C 1.5420 4.3827 -1.5798
N 1.8120 1.9212 -1.2523
N 2.4011 1.0606 -0.3812
B 1.2542 1.4459 -2.6279
N 2.4041 0.8103 -3.4194
N 3.0652 -0.2605 -2.9089
C 3.9841 -0.6059 -3.8024
C 4.9197 -1.7487 -3.5912
C 3.9182 0.2525 -4.9118
C 2.8997 1.1374 -4.6291
C 2.3744 2.2698 -5.4469
N 0.1150 0.4047 -2.4874
N 0.3558 -0.8497 -2.0198
C -0.7428 -1.5753 -2.1897
C -0.8044 -2.9932 -1.7355
C -1.7188 -0.7841 -2.8048
C -1.1382 0.4577 -2.9787
C -1.7160 1.6773 -3.6140
H 3.5002 1.6261 2.6352
H 4.7934 1.1332 1.5408
H 3.3948 0.0761 1.7994
H 3.1432 3.9685 0.8962
H 1.7669 5.2786 -1.0040
H 0.4632 4.3271 -1.7281
H 2.0072 4.4796 -2.5613
H 0.8292 2.3996 -3.2066
H 4.7561 -2.2101 -2.6223
H 5.9561 -1.4120 -3.6425
H 4.7826 -2.5087 -4.3620
H 4.5313 0.2298 -5.7974
H 2.9322 2.3339 -6.3793
H 2.4721 3.2218 -4.9237
H 1.3196 2.1325 -5.6880
H 0.1907 -3.4402 -1.7398
H -1.4504 -3.5786 -2.3898
H -1.1843 -3.0506 -0.7132
H -2.7154 -1.0741 -3.0905
H -2.7639 1.4993 -3.8494
H -1.1946 1.9301 -4.5381
H -1.6538 2.5398 -2.9506
C 3.5120 -2.7135 -0.4437
H 3.2850 -3.2103 0.4997
H 4.5295 -2.3163 -0.4148
H 3.4192 -3.4290 -1.2639
C -0.2456 2.0800 1.8608
C -1.6044 1.7558 1.2543
C -2.7318 2.1584 2.1960
C -1.7540 2.4487 -0.0923
O -1.7207 0.3512 0.9810
Si -1.1683 -0.9607 1.7826
S 0.7898 -1.5639 1.2694
O -2.1329 -2.2175 1.3734
C -3.5617 -2.2962 1.2015
C -3.9134 -1.8201 -0.2018
C -3.9099 -3.7681 1.3690
C -4.2930 -1.4557 2.2408
O -1.2635 -0.5729 3.3695
C -0.9019 -1.1447 4.6333
C -0.9335 0.0135 5.6227
C 0.4888 -1.7624 4.5949
C -1.9326 -2.1985 5.0172
H -0.1140 3.1614 1.9328
H 0.5443 1.6762 1.2281
H -0.1521 1.6482 2.8577
H -2.6796 3.2270 2.4140
H -2.6529 1.6053 3.1325
H -3.7009 1.9470 1.7398
H -1.7440 3.5341 0.0312
H -2.6950 2.1553 -0.5619
H -0.9315 2.1567 -0.7467
H -3.4384 -2.4595 -0.9461
H -3.5704 -0.7967 -0.3520
H -4.9944 -1.8620 -0.3520
H -3.3645 -4.3677 0.6389
H -4.9799 -3.9283 1.2253
H -3.6364 -4.1094 2.3684
H -4.0032 -0.4072 2.1660
H -4.0725 -1.8090 3.2457
H -5.3704 -1.5258 2.0797
H -0.1947 0.7661 5.3429
H -0.7094 -0.3355 6.6319
H -1.9199 0.4794 5.6243
H 1.2288 -1.0313 4.2685
H 0.5286 -2.6099 3.9106
H 0.7545 -2.1111 5.5948
H -2.9217 -1.7479 5.1009
H -1.6754 -2.6455 5.9791
H -1.9654 -2.9890 4.2652
```

A molecular structure, C21H28BCl3CoN10OS3 in a non-equilibrium geometry, computed with ωB97M-V/def2-TZVPD.

largest force on an atom: 3.36 eV/A
charge: 0
Kohn-Sham gap (spin up / spin down): 5.5707 / 6.2364 eV
expectation value of S²: 3.7661
highest occupied orbital energy (spin up / spin down): -6.44 / -7.12 eV
spin multiplicity: 4
LUMO energy (spin up / spin down): -0.032 / -0.032 Ha

Structure (XYZ):
```
68
C21H28BCl3CoN10OS3, DFT ωB97M-V/def2-TZVPD
Co 10.8709 11.5869 7.6844
N 8.5386 12.8131 10.8016
C 9.4787 12.6413 9.8812
S 9.2256 12.9992 8.2110
N 10.6890 12.3022 10.3819
N 11.5551 11.8406 9.4843
C 12.7484 11.5206 9.7797
C 13.5784 11.0407 8.6896
C 14.7956 10.0307 9.0350
C 14.9386 8.9021 8.1132
C 14.0281 8.7670 7.1099
C 12.9887 9.6706 6.8100
N 12.7264 10.7301 7.5208
H 7.6327 13.2239 10.5893
H 8.8236 12.8642 11.7556
H 13.2297 11.8595 10.6979
H 14.9774 9.8516 10.1140
H 15.8158 8.2441 8.2101
H 14.0665 7.8406 6.5216
H 12.3241 9.4880 5.9401
C 11.0652 7.0250 8.7707
N 10.1166 7.2395 7.7131
C 9.7735 6.3597 6.6987
C 8.8999 6.9778 5.8899
N 8.6790 8.2810 6.4052
B 7.4595 9.0506 5.8614
N 7.5809 10.6899 5.4596
C 6.3632 11.3212 5.2441
C 6.5771 12.6215 5.0009
N 7.9748 12.8184 5.0889
C 8.6948 14.0417 4.7384
C 8.5350 11.6301 5.4182
S 10.2142 11.3987 5.5301
C 9.4283 8.4325 7.5189
S 9.3741 9.7112 8.5839
H 11.1732 5.9421 8.8608
H 10.6916 7.3752 9.7324
H 12.0624 7.4405 8.5298
H 10.2189 5.4197 6.5203
H 8.4319 6.6358 4.9521
H 7.0414 8.6000 4.8432
H 6.6134 9.0736 6.7830
H 5.4297 10.7977 5.3351
H 5.9056 13.4532 4.7690
H 7.9658 14.8699 4.6582
H 9.2353 13.9061 3.7823
H 9.4685 14.2222 5.5025
Cl 17.5245 13.0182 7.8221
C 17.0577 11.3777 8.2309
Cl 17.5732 10.2998 6.8976
Cl 17.9231 10.8766 9.6990
C 15.6277 11.2699 8.5508
N 14.6914 12.0810 8.2600
C 12.2669 16.2577 7.5208
N 13.1779 15.4164 6.8045
C 14.4258 16.0306 6.3563
C 12.8044 14.0938 6.5518
C 13.5256 13.4476 5.4235
O 11.9918 13.5320 7.3070
H 12.6645 17.2839 7.5683
H 12.1485 15.8638 8.5200
H 11.3115 16.3559 6.9948
H 14.6759 16.8016 7.1031
H 14.3141 16.5419 5.3395
H 15.2213 15.2540 6.3244
H 13.4076 14.0405 4.5122
H 13.2228 12.4289 5.3644
H 14.6380 13.4548 5.6129
```

2 unconnected molecules or ions with the total composition C4H7F2NO2 in a non-equilibrium geometry, computed with ωB97M-V/def2-TZVPD.

largest force on an atom: 4.54 eV/A
charge: 0
Kohn-Sham gap: 10.5618 eV
highest occupied orbital energy: -10.15 eV
spin multiplicity: 1
LUMO energy: 0.015 Ha

Structure (XYZ):
```
16
C4H7F2NO2, DFT ωB97M-V/def2-TZVPD
C 2.9118 -0.4239 -0.5518
C -0.2140 0.3871 -0.9219
C -0.8542 -1.1266 0.9127
C 1.5094 -0.4091 0.5583
N 0.2305 -0.3950 0.1951
O 3.4276 0.6290 -0.7227
O 2.9025 -1.5912 -0.8030
F 2.1518 2.1350 0.8552
F 1.7647 -1.1603 1.6321
H -0.8538 -0.2348 -1.7187
H -0.8766 1.1958 -0.5301
H 0.4752 0.9659 -1.5382
H -1.7940 -0.5918 0.9557
H -0.9088 -2.0708 0.5384
H -0.6468 -1.2822 2.0613
H 2.8348 1.7743 0.3456
```

- What is the formula in the third record?
  C21H28BCl3CoN10OS3